No. 1
Computed, not measured: C19H18BeNOS as an isolated structure in a non-equilibrium geometry, with ωB97M-V with the def2-TZVPD basis set.

Element x y z (Å)
C: -0.828 2.023 3.105
C: 0.237 2.808 2.560
C: 0.083 2.825 1.171
H: 1.063 3.356 3.026
C: -1.037 2.007 0.831
C: -1.545 1.439 2.070
H: -2.510 0.972 2.214
H: -1.159 1.873 4.129
H: 0.729 3.335 0.477
H: -1.679 2.230 0.003
C: 2.515 -0.862 1.277
C: 2.691 -0.306 2.510
C: 1.587 -0.767 3.416
H: 3.326 0.548 2.759
C: 0.741 -1.611 2.503
C: 1.398 -1.729 1.291
H: 1.248 -2.478 0.563
H: 3.175 -0.665 0.469
H: 1.806 -1.344 4.365
H: 0.007 -2.265 2.961
Be: 0.296 0.528 0.920
O: 0.652 0.154 -0.466
C: 0.137 0.842 -1.623
C: -1.127 0.253 -2.115
H: -0.044 1.937 -1.425
H: 0.965 0.700 -2.347
H: -2.027 0.601 -1.617
H: -3.020 0.117 -3.915
C: -2.288 -0.685 -4.032
C: -1.199 -0.724 -3.123
C: -0.213 -1.752 -3.273
H: 0.597 -1.797 -2.537
C: -0.346 -2.688 -4.291
H: 0.386 -3.488 -4.391
C: -1.417 -2.613 -5.194
H: -1.501 -3.337 -6.000
C: -2.380 -1.604 -5.062
H: -3.201 -1.534 -5.772
S: 1.715 1.757 6.099
C: 1.291 1.393 4.642
N: 0.878 0.553 3.826

Forces on the atoms, in the same order (eV/Å):
C -0.5 1.1 -0.2
C -0.9 0.7 0.0
C -0.3 -0.7 0.3
H -0.5 -0.4 0.2
C 0.1 -0.2 1.2
C 0.0 1.5 -0.5
H 0.2 -0.3 -0.3
H 0.6 0.1 0.0
H 0.0 0.1 -0.2
H 0.2 -0.8 -0.7
C 1.9 1.7 1.8
C 0.3 -0.2 -0.7
C -0.8 1.8 0.7
H 0.0 -0.6 0.0
C 0.9 -0.6 -0.6
C -1.9 -0.7 2.4
H -0.7 -0.4 -0.9
H 0.1 0.1 -0.7
H 0.2 0.7 -1.0
H -0.2 0.1 -0.6
Be -1.3 1.1 -2.0
O 0.8 -0.3 2.3
C -0.5 -0.4 -0.9
C 0.5 0.7 0.3
H 0.6 -1.0 0.0
H -0.5 0.4 -0.1
H -0.2 0.2 -0.5
H 0.2 -0.2 -0.1
C -0.2 -0.7 -0.4
C 0.1 0.4 0.6
C -0.2 0.0 -0.5
H -0.3 -0.1 -0.3
C -0.1 0.5 0.0
H -0.1 0.1 0.0
C 0.1 -0.3 -0.2
H 0.0 0.0 0.1
C 0.1 0.1 0.5
H 0.1 -0.1 0.0
S 0.4 1.7 0.8
C -0.9 -5.7 -1.6
N 2.6 0.5 1.5

HOMO level (alpha / beta), eV: -1.5 / -1.5
HOMO-LUMO gap (alpha / beta), eV: 3.114 / 3.112
M, g/mol: 317.44
Strongest force on any atom, eV/A: 5.98
ΔE to the lowest compared entry with this formula, charge and spin, kcal/mol: 85.9
Energy, eV: -34764.402
Charge: -1

Atom charges from the natural (NBO) analysis, given in e for atoms 1 to 8: atom 1 (C): -0.2847, atom 2 (C): -0.3484, atom 3 (C): -0.3634, atom 4 (H): 0.2039, atom 5 (C): -0.5520, atom 6 (C): -0.3949, atom 7 (H): 0.2178, atom 8 (H): 0.2005

=====

No. 2
Computed, not measured: one molecule with the formula C19H18ClN3O4S, with ωB97M-V with the def2-TZVPD basis set.

Element x y z (Å)
C: -5.118 -3.554 0.990
O: -4.239 -3.038 0.006
C: -4.191 -1.647 -0.081
C: -3.393 -1.011 1.102
N: -2.278 -0.214 0.661
C: -2.342 1.136 0.559
O: -3.322 1.779 0.886
C: -1.110 1.770 0.003
C: -1.247 2.911 -0.781
C: -0.134 3.507 -1.346
C: 1.125 2.975 -1.132
C: 1.263 1.863 -0.315
N: 2.557 1.292 -0.090
C: 3.511 2.050 0.537
S: 3.238 3.558 1.131
N: 4.746 1.492 0.687
C: 5.079 0.228 0.279
C: 6.363 -0.281 0.462
C: 6.645 -1.565 0.033
Cl: 8.230 -2.195 0.258
C: 5.673 -2.357 -0.575
C: 4.405 -1.849 -0.753
C: 4.092 -0.558 -0.331
C: 2.741 -0.024 -0.526
O: 1.831 -0.644 -1.029
C: 0.157 1.258 0.257
O: -5.493 -1.140 -0.173
C: -5.587 0.144 -0.750
H: -4.827 -3.241 1.997
H: -6.144 -3.236 0.798
H: -5.042 -4.636 0.906
H: -3.638 -1.448 -1.018
H: -4.057 -0.363 1.679
H: -3.018 -1.815 1.740
H: -1.500 -0.700 0.243
H: -2.235 3.313 -0.941
H: -0.245 4.385 -1.963
H: 1.997 3.425 -1.581
H: 5.432 2.071 1.155
H: 7.125 0.321 0.932
H: 5.920 -3.354 -0.900
H: 3.627 -2.434 -1.220
H: 0.293 0.408 0.907
H: -5.067 0.898 -0.152
H: -5.177 0.144 -1.767
H: -6.649 0.375 -0.784

Forces on the atoms, in the same order (eV/Å):
C -0.1 0.0 0.0
O 0.0 0.0 -0.1
C 0.3 0.2 -0.1
C -0.4 -0.1 0.0
N 0.1 -0.3 0.0
C 0.2 -0.1 0.0
O -0.1 0.2 0.0
C 0.2 0.3 0.0
C -0.1 -0.1 0.1
C 0.0 0.0 0.0
C 0.0 -0.3 0.0
C -0.5 0.2 -0.2
N 0.0 0.0 -0.1
C 0.4 0.5 0.5
S 0.1 0.3 0.2
N -0.1 0.1 0.0
C -0.2 -0.7 -0.4
C 0.0 -0.1 0.0
C -0.4 0.3 0.0
Cl 0.2 -0.1 0.0
C 0.0 -0.1 0.0
C 0.0 0.2 0.1
C 0.3 0.0 0.1
C 0.0 -0.4 -0.2
O 0.2 -0.1 0.0
C 0.0 0.2 -0.1
O 0.0 -0.4 0.1
C 0.0 0.2 0.0
H 0.0 0.0 0.0
H 0.0 -0.1 0.1
H 0.0 0.0 0.1
H -0.1 0.0 0.2
H 0.1 -0.1 0.0
H -0.1 0.1 0.0
H 0.0 0.2 0.0
H -0.1 0.0 0.0
H 0.0 0.1 -0.1
H 0.1 0.0 0.0
H -0.2 0.0 -0.1
H 0.1 0.0 0.1
H 0.0 -0.1 0.0
H -0.1 -0.1 0.0
H 0.0 -0.1 0.0
H -0.1 0.0 -0.1
H 0.0 0.0 0.0
H 0.0 0.1 -0.1

HOMO level, eV: -8.7
HOMO-LUMO gap, eV: 8.355
M, g/mol: 419.89
Strongest force on any atom, eV/A: 0.84
ΔE to the lowest compared entry with this formula, charge and spin, kcal/mol: 30.7
Energy, eV: -56014.142

Atom charges from the natural (NBO) analysis, given in e for atoms 1 to 8: atom 1 (C): -0.2613, atom 2 (O): -0.5295, atom 3 (C): 0.3866, atom 4 (C): -0.2928, atom 5 (N): -0.6080, atom 6 (C): 0.6678, atom 7 (O): -0.6271, atom 8 (C): -0.1366

=====

No. 3
Computed, not measured: C19H18ErN3O2 as an isolated structure in a non-equilibrium geometry, with ωB97M-V with the def2-TZVPD basis set.

Element x y z (Å)
Er: 0.823 -0.069 -0.677
C: 2.781 -2.595 -0.614
C: 1.732 -2.964 0.402
C: 1.664 -4.197 1.032
C: 0.635 -4.428 1.929
C: -0.298 -3.431 2.190
C: -0.161 -2.215 1.550
N: 0.843 -2.002 0.677
C: -1.030 -1.037 1.796
C: -2.152 -1.049 2.621
C: -2.820 0.155 2.870
C: -2.365 1.324 2.304
C: -1.252 1.275 1.434
N: -0.622 0.086 1.195
C: -0.678 2.416 0.773
C: -1.214 3.716 0.858
C: -0.577 4.749 0.203
C: 0.579 4.488 -0.527
C: 1.057 3.178 -0.599
C: 2.295 2.810 -1.364
N: 0.443 2.174 0.026
H: 3.374 -3.457 -0.909
H: 3.472 -1.854 -0.202
H: 2.304 -2.219 -1.529
H: 2.397 -4.963 0.821
H: 0.556 -5.384 2.430
H: -1.100 -3.610 2.891
H: -2.500 -1.966 3.073
H: -3.681 0.170 3.524
H: -2.853 2.260 2.533
H: -2.114 3.915 1.422
H: -0.973 5.754 0.255
H: 1.103 5.283 -1.040
H: 2.660 3.641 -1.962
H: 2.094 1.988 -2.062
H: 3.095 2.530 -0.674
C: -1.427 -0.824 -4.427
O: -1.207 0.325 -3.555
C: -0.469 0.216 -2.521
O: 0.045 -0.940 -2.225
H: -2.132 -0.482 -5.174
H: -1.838 -1.651 -3.857
H: -0.490 -1.116 -4.892

Forces on the atoms, in the same order (eV/Å):
Er 1.8 2.1 3.6
C -0.1 -0.1 0.2
C 0.0 0.0 0.0
C 0.0 0.0 0.0
C 0.0 0.0 0.0
C 0.0 0.0 0.0
C 0.1 -0.1 0.0
N -0.2 0.0 -0.1
C -0.5 0.0 0.4
C 0.1 0.3 0.0
C 0.3 -0.7 0.0
C 0.9 0.2 -0.7
C -0.9 -2.0 1.1
N -0.6 1.0 -0.1
C 0.8 2.0 -1.1
C 0.2 -1.2 0.1
C 0.6 0.1 -0.4
C -0.2 -0.2 0.2
C -0.1 0.5 0.0
C -0.1 0.1 0.1
N -0.8 0.2 0.6
H 0.0 0.0 -0.1
H 0.0 0.0 0.0
H 0.1 0.0 -0.1
H 0.0 0.0 0.0
H 0.0 0.0 0.0
H 0.0 0.0 0.0
H 0.0 0.0 0.0
H 0.0 0.0 0.0
H 0.0 0.0 -0.1
H 0.0 -0.1 0.0
H 0.0 0.0 0.0
H 0.0 0.0 0.0
H 0.0 0.0 -0.1
H 0.0 0.0 -0.1
H 0.0 0.0 0.0
C -0.1 -0.2 -0.1
O 0.0 0.1 0.0
C -0.2 0.0 -0.1
O -1.5 -2.1 -3.2
H 0.0 0.0 0.0
H 0.0 0.0 0.0
H 0.0 0.0 0.0

HOMO level (alpha / beta), eV: -15.0 / -15.0
HOMO-LUMO gap (alpha / beta), eV: 7.969 / 7.990
Multiplicity: 4
M, g/mol: 487.63
Strongest force on any atom, eV/A: 4.55
Energy, eV: -56169.994
Charge: +2

Atom charges from the natural (NBO) analysis, given in e for atoms 1 to 8: atom 1 (Er): 2.0356, atom 2 (C): -0.6709, atom 3 (C): 0.2692, atom 4 (C): -0.2178, atom 5 (C): -0.0898, atom 6 (C): -0.2046, atom 7 (C): 0.1951, atom 8 (N): -0.6010

=====

No. 4
Computed, not measured: a 2-piece molecular cluster, C19H18F3N2O4S2 overall in a non-equilibrium geometry, with ωB97M-V with the def2-TZVPD basis set.

Element x y z (Å)
C: 5.483 1.793 0.530
C: 4.464 0.767 0.117
O: 3.375 0.629 1.077
C: 2.355 -0.108 0.622
C: 1.214 -0.209 1.635
C: 0.091 0.588 0.963
C: -0.234 0.190 -0.358
C: -1.420 0.534 -0.985
C: -2.312 1.412 -0.349
C: -3.539 1.737 -0.995
N: -4.534 1.976 -1.568
C: -1.990 1.880 0.936
C: -0.779 1.520 1.587
O: 2.307 -0.480 -0.544
H: 6.209 1.754 -0.280
H: 5.104 2.811 0.556
H: 5.996 1.547 1.453
H: 4.068 1.044 -0.855
H: 4.894 -0.235 0.043
H: 1.485 0.045 2.695
H: 0.418 -0.454 -0.934
H: -1.620 0.118 -1.986
H: -2.669 2.588 1.429
H: -0.532 1.935 2.595
C: 1.199 -4.458 2.940
N: 2.386 -4.047 2.329
S: 2.818 -1.064 3.519
C: 2.484 -2.387 4.990
F: 2.706 -1.481 5.991
F: 1.180 -2.815 5.081
F: 3.305 -3.415 5.048
S: 2.417 -3.502 0.832
C: 0.894 -2.647 0.713
C: -0.218 -3.332 0.162
C: -1.463 -3.189 0.773
C: -1.606 -2.528 2.030
C: -0.508 -1.840 2.515
C: 0.640 -1.611 1.639
O: 3.549 -2.630 0.650
O: 2.260 -4.654 0.028
H: 1.457 -4.600 3.994
H: 0.281 -3.822 2.829
H: 1.157 -5.359 2.335
H: -0.160 -3.958 -0.725
H: -2.346 -3.593 0.280
H: -2.583 -2.584 2.563
H: -0.473 -1.430 3.549
H: 1.934 -1.893 2.650

Forces on the atoms, in the same order (eV/Å):
C 0.1 -0.2 -0.2
C -0.2 -0.4 0.3
O 0.3 0.3 -0.1
C 0.7 0.2 -1.6
C -0.2 0.4 -1.2
C -1.4 0.5 -0.5
C -0.8 0.0 -0.1
C 0.2 0.3 -0.1
C 0.7 -0.5 0.7
C -2.5 0.7 -1.3
N 2.2 -0.5 1.3
C 0.7 0.5 0.3
C 0.0 -0.5 -0.3
O 0.3 0.3 1.8
H 0.3 0.1 0.0
H -0.2 0.0 0.2
H 0.0 0.0 0.2
H -0.3 -0.1 -0.1
H 0.1 0.1 -0.1
H -0.7 0.8 -1.5
H -0.1 0.0 0.5
H 0.0 0.4 0.6
H 0.3 -0.4 -0.2
H -0.4 -0.5 -0.9
C -0.5 -1.5 -0.7
N 2.3 4.8 -1.2
S -0.3 -4.1 2.3
C 0.0 3.2 -2.3
F -0.1 -1.5 1.0
F 1.7 0.7 0.4
F -0.5 0.4 0.5
S 1.3 -1.0 3.7
C -1.6 0.5 -0.6
C -0.4 0.4 1.2
C -0.4 0.8 0.3
C -0.2 -0.7 -0.8
C 0.4 1.2 -0.7
C -2.2 -1.2 1.1
O 0.2 0.2 -0.4
O -0.1 -1.6 -3.2
H -0.6 -0.7 -0.4
H 0.9 -0.7 0.3
H -2.0 -1.4 0.9
H 0.6 -0.1 0.4
H 0.2 -0.1 0.2
H 1.1 0.0 -0.3
H -0.3 0.2 -1.0
H 2.0 0.6 1.5

HOMO level, eV: -3.7
HOMO-LUMO gap, eV: 5.694
M, g/mol: 459.49
Strongest force on any atom, eV/A: 5.45
ΔE to the lowest compared entry with this formula, charge and spin, kcal/mol: 70.1
Energy, eV: -60983.776
Charge: -1

Atom charges from the natural (NBO) analysis, given in e for atoms 1 to 8: atom 1 (C): -0.6212, atom 2 (C): -0.0790, atom 3 (O): -0.5144, atom 4 (C): 0.8570, atom 5 (C): -0.4690, atom 6 (C): 0.1358, atom 7 (C): -0.2364, atom 8 (C): -0.1438

=====

Repeat the third record exactly.
Computed, not measured: C19H18ErN3O2 as an isolated structure in a non-equilibrium geometry, with ωB97M-V with the def2-TZVPD basis set.

Element x y z (Å)
Er: 0.823 -0.069 -0.677
C: 2.781 -2.595 -0.614
C: 1.732 -2.964 0.402
C: 1.664 -4.197 1.032
C: 0.635 -4.428 1.929
C: -0.298 -3.431 2.190
C: -0.161 -2.215 1.550
N: 0.843 -2.002 0.677
C: -1.030 -1.037 1.796
C: -2.152 -1.049 2.621
C: -2.820 0.155 2.870
C: -2.365 1.324 2.304
C: -1.252 1.275 1.434
N: -0.622 0.086 1.195
C: -0.678 2.416 0.773
C: -1.214 3.716 0.858
C: -0.577 4.749 0.203
C: 0.579 4.488 -0.527
C: 1.057 3.178 -0.599
C: 2.295 2.810 -1.364
N: 0.443 2.174 0.026
H: 3.374 -3.457 -0.909
H: 3.472 -1.854 -0.202
H: 2.304 -2.219 -1.529
H: 2.397 -4.963 0.821
H: 0.556 -5.384 2.430
H: -1.100 -3.610 2.891
H: -2.500 -1.966 3.073
H: -3.681 0.170 3.524
H: -2.853 2.260 2.533
H: -2.114 3.915 1.422
H: -0.973 5.754 0.255
H: 1.103 5.283 -1.040
H: 2.660 3.641 -1.962
H: 2.094 1.988 -2.062
H: 3.095 2.530 -0.674
C: -1.427 -0.824 -4.427
O: -1.207 0.325 -3.555
C: -0.469 0.216 -2.521
O: 0.045 -0.940 -2.225
H: -2.132 -0.482 -5.174
H: -1.838 -1.651 -3.857
H: -0.490 -1.116 -4.892

Forces on the atoms, in the same order (eV/Å):
Er 1.8 2.1 3.6
C -0.1 -0.1 0.2
C 0.0 0.0 0.0
C 0.0 0.0 0.0
C 0.0 0.0 0.0
C 0.0 0.0 0.0
C 0.1 -0.1 0.0
N -0.2 0.0 -0.1
C -0.5 0.0 0.4
C 0.1 0.3 0.0
C 0.3 -0.7 0.0
C 0.9 0.2 -0.7
C -0.9 -2.0 1.1
N -0.6 1.0 -0.1
C 0.8 2.0 -1.1
C 0.2 -1.2 0.1
C 0.6 0.1 -0.4
C -0.2 -0.2 0.2
C -0.1 0.5 0.0
C -0.1 0.1 0.1
N -0.8 0.2 0.6
H 0.0 0.0 -0.1
H 0.0 0.0 0.0
H 0.1 0.0 -0.1
H 0.0 0.0 0.0
H 0.0 0.0 0.0
H 0.0 0.0 0.0
H 0.0 0.0 0.0
H 0.0 0.0 0.0
H 0.0 0.0 -0.1
H 0.0 -0.1 0.0
H 0.0 0.0 0.0
H 0.0 0.0 0.0
H 0.0 0.0 -0.1
H 0.0 0.0 -0.1
H 0.0 0.0 0.0
C -0.1 -0.2 -0.1
O 0.0 0.1 0.0
C -0.2 0.0 -0.1
O -1.5 -2.1 -3.2
H 0.0 0.0 0.0
H 0.0 0.0 0.0
H 0.0 0.0 0.0

HOMO level (alpha / beta), eV: -15.0 / -15.0
HOMO-LUMO gap (alpha / beta), eV: 7.969 / 7.990
Multiplicity: 4
M, g/mol: 487.63
Strongest force on any atom, eV/A: 4.55
Energy, eV: -56169.994
Charge: +2

Atom charges from the natural (NBO) analysis, given in e for atoms 1 to 8: atom 1 (Er): 2.0356, atom 2 (C): -0.6709, atom 3 (C): 0.2692, atom 4 (C): -0.2178, atom 5 (C): -0.0898, atom 6 (C): -0.2046, atom 7 (C): 0.1951, atom 8 (N): -0.6010

=====

> M of number 4 (C19H18F3N2O4S2)?

459.49 g/mol

=====

> M of number 3 (C19H18ErN3O2)?

487.63 g/mol

=====

> Among the records above, which one has the lowest M?

C19H18BeNOS